No. 1
{"formula": "C49H53BN7O12TeZr", "method": "the ωB97M-V functional and the def2-TZVPD basis", "homo_lumo_gap_ev": [4.22, 6.97], "s_squared": 0.7758, "total_charge": -2, "spin_multiplicity": 2, "symbols": ["Zr", "O", "C", "C", "C", "N", "C", "C", "C", "O", "O", "C", "O", "O", "H", "H", "H", "O", "C", "O", "C", "C", "C", "N", "C", "C", "C", "O", "O", "H", "H", "H", "C", "N", "C", "N", "C", "N", "C", "N", "C", "C", "H", "H", "H", "H", "H", "H", "H", "H", "H", "H", "H", "H", "C", "C", "C", "O", "B", "O", "C", "C", "C", "H", "H", "H", "H", "H", "H", "H", "H", "H", "H", "H", "H", "C", "C", "C", "C", "C", "C", "Te", "N", "C", "O", "C", "C", "C", "C", "C", "C", "C", "C", "C", "C", "C", "C", "C", "C", "C", "C", "H", "H", "H", "H", "H", "H", "H", "H", "H", "H", "H", "H", "H", "H", "H", "H", "H", "H", "H", "H", "H", "H", "H"], "xyz": [[-0.6668, -1.2945, -0.4782], [-1.8693, -7.0294, -2.5796], [-1.7042, -5.7898, -2.0419], [-2.5713, -4.7405, -2.3423], [-2.3283, -3.5205, -1.7570], [-1.3135, -3.3705, -0.9245], [-0.4388, -4.3332, -0.6830], [-0.6052, -5.5913, -1.2114], [0.8064, -3.8450, 0.0548], [1.7127, -4.6031, 0.3072], [0.7826, -2.5512, 0.3032], [-3.0638, -2.2183, -2.0976], [-4.0783, -2.2572, -2.7628], [-2.4588, -1.1676, -1.6415], [-2.6281, -7.0113, -3.1710], [-3.3994, -4.8475, -3.0333], [0.1077, -6.3783, -1.0123], [-1.6219, 0.3703, 6.5462], [-1.3624, 1.3127, 5.7783], [-1.0693, 2.5061, 6.0299], [-1.3364, 1.0060, 4.2706], [-1.6624, 2.1096, 3.3122], [0.1270, 1.4183, 1.5272], [-0.3634, 0.0601, 1.4365], [-0.8032, -0.5864, 2.4545], [-0.9589, -0.2011, 3.8463], [-1.4570, -1.9284, 2.0690], [-1.3475, -2.9468, 2.7099], [-2.1495, -1.7482, 0.9665], [-1.9207, 2.9939, 3.8914], [1.2019, 1.4878, 1.4014], [-0.8873, -1.0005, 4.5764], [2.3873, -0.4188, 3.9759], [3.7372, -0.5717, 4.5510], [4.7098, -0.2655, 3.4995], [4.5674, -1.1225, 2.3184], [3.1964, -0.9501, 1.7991], [2.1906, -1.2763, 2.8044], [2.3820, -2.6677, 3.2204], [3.7281, -2.8876, 3.7872], [3.9011, -1.9796, 4.9221], [4.7003, -2.5193, 2.7536], [2.2459, 0.6265, 3.6885], [1.6481, -0.6664, 4.7374], [5.7181, -0.3898, 3.9053], [4.5791, 0.7753, 3.1945], [3.0630, -1.5944, 0.9306], [3.0753, 0.0898, 1.4843], [2.2602, -3.3193, 2.3575], [1.6275, -2.9195, 3.9681], [4.9025, -2.1197, 5.3401], [3.1614, -2.2262, 5.6864], [4.5498, -3.1690, 1.8890], [5.7105, -2.6701, 3.1454], [3.0328, -0.7922, -5.2619], [3.3427, -1.2009, -3.8264], [4.5897, -0.4846, -3.3405], [2.2356, -0.8097, -3.0139], [1.3806, -1.9125, -2.8734], [1.9955, -3.0584, -3.4070], [3.3705, -2.7488, -3.6381], [4.1505, -3.1710, -2.3962], [3.8643, -3.5227, -4.8459], [2.8198, 0.2772, -5.2843], [2.1460, -1.3105, -5.6314], [3.8727, -0.9986, -5.9298], [4.5010, 0.5820, -3.5557], [5.4825, -0.8666, -3.8435], [4.7123, -0.5990, -2.2644], [3.8277, -2.6030, -1.5210], [5.2267, -3.0375, -2.5266], [3.9435, -4.2233, -2.1955], [3.2072, -3.3768, -5.7020], [3.8828, -4.5884, -4.6088], [4.8775, -3.2134, -5.1174], [-7.3724, 4.5206, 2.7099], [-6.1876, 3.8506, 2.0622], [-5.2485, 4.5854, 1.3523], [-4.1489, 3.9837, 0.7452], [-3.1780, 4.8446, -0.0189], [-3.9809, 2.5995, 0.8681], [-2.4073, 1.6122, -0.1347], [0.1731, 0.5945, -1.3031], [-0.1538, 0.8143, -2.4326], [0.1763, -1.9066, -2.3196], [-0.5709, 1.2919, -3.6426], [-1.9254, 1.1575, -4.1063], [-2.2928, 1.7235, -5.2991], [-1.3795, 2.4307, -6.1079], [-0.0450, 2.5275, -5.6792], [0.3701, 1.9755, -4.4940], [-0.6732, 2.5090, 0.8046], [-0.5094, 2.4562, 2.3909], [0.3895, 3.4749, 2.9686], [1.1827, 4.2337, 2.2102], [1.0423, 4.2576, 0.7623], [0.1062, 3.5599, 0.0956], [-0.0965, 3.8490, -1.3733], [-4.9111, 1.8360, 1.5887], [-4.7670, 0.3511, 1.8252], [-6.0013, 2.4811, 2.1694], [-7.5292, 5.5206, 2.3034], [-7.2255, 4.6186, 3.7885], [-8.2847, 3.9417, 2.5555], [-5.3702, 5.6612, 1.2631], [-3.5169, 5.8817, -0.0363], [-3.0716, 4.4915, -1.0465], [-2.1841, 4.8165, 0.4331], [-2.6360, 0.5948, -3.5150], [-3.3217, 1.6145, -5.6248], [-1.6951, 2.8775, -7.0415], [0.6812, 3.0459, -6.2972], [1.4043, 2.0461, -4.1800], [-2.5354, 1.8233, 2.7294], [0.3419, 3.5805, 4.0489], [1.8558, 4.9457, 2.6746], [1.6389, 4.9741, 0.2055], [-0.1298, 4.9262, -1.5498], [-1.0060, 3.4054, -1.7682], [0.7305, 3.4386, -1.9550], [-4.2258, -0.1663, 1.0366], [-5.7498, -0.1121, 1.9260], [-4.2207, 0.1684, 2.7565], [-6.7175, 1.8883, 2.7312]], "atomic_forces_ev_per_a": [[0.21, 1.40, -1.42], [0.01, -0.02, 0.01], [-0.02, 0.03, -0.02], [-0.09, -0.26, -0.02], [0.03, 0.15, 0.11], [0.03, -0.34, -0.22], [0.01, 0.17, 0.03], [-0.02, -0.17, 0.03], [-0.23, 0.34, -0.05], [0.13, -0.06, 0.10], [0.00, -1.03, 0.14], [0.26, -0.12, 0.09], [-0.09, 0.01, -0.04], [-0.21, -0.55, -0.20], [-0.03, 0.00, -0.01], [0.01, 0.00, 0.01], [0.01, 0.02, -0.04], [0.07, 0.06, -0.05], [-0.14, 0.10, 0.18], [0.01, -0.11, 0.00], [0.11, 0.14, -0.01], [-0.01, -0.01, -0.08], [-0.23, -0.01, -0.13], [-0.08, 0.11, 0.35], [-0.37, -0.12, 0.21], [0.25, -0.23, -0.05], [-0.27, 0.36, -0.05], [-0.03, 0.02, 0.21], [0.42, -0.64, 0.80], [-0.05, 0.04, -0.04], [0.01, 0.00, -0.08], [0.06, -0.01, -0.02], [0.16, 0.06, -0.13], [-0.02, -0.01, -0.06], [-0.04, -0.03, -0.01], [-0.03, -0.04, 0.02], [0.12, 0.04, 0.08], [-0.03, -0.01, 0.25], [0.05, 0.04, -0.01], [-0.01, 0.02, -0.04], [-0.02, 0.02, -0.05], [-0.05, 0.05, 0.02], [-0.03, 0.01, 0.00], [-0.02, -0.01, 0.01], [0.01, 0.00, 0.01], [0.00, 0.01, 0.00], [-0.07, -0.05, 0.00], [-0.02, 0.01, 0.01], [-0.05, -0.02, -0.04], [0.00, 0.00, 0.01], [0.01, -0.01, 0.00], [0.00, -0.01, 0.01], [0.02, -0.01, 0.00], [0.02, 0.00, 0.01], [-0.05, 0.03, -0.05], [-0.03, -0.03, 0.01], [0.03, 0.06, 0.04], [0.12, 0.06, 0.00], [-0.46, 0.01, 0.16], [0.02, -0.12, -0.07], [0.00, 0.03, 0.08], [-0.04, -0.02, 0.08], [0.00, -0.07, -0.04], [0.00, -0.01, 0.00], [0.02, 0.00, 0.01], [-0.02, 0.00, 0.00], [0.01, -0.01, 0.00], [-0.02, 0.02, 0.00], [0.01, -0.02, -0.02], [0.01, 0.00, -0.03], [-0.01, 0.00, 0.01], [0.01, 0.01, -0.01], [0.02, 0.02, 0.00], [0.00, 0.02, -0.01], [-0.01, -0.01, 0.00], [0.05, -0.01, 0.02], [-0.02, 0.03, -0.02], [0.05, 0.02, 0.00], [-0.07, 0.10, 0.06], [-0.02, -0.05, 0.04], [-0.16, -0.08, 0.16], [0.23, 0.90, -0.24], [-0.41, 0.11, -0.57], [0.09, 0.41, 0.68], [0.56, -0.12, -0.17], [0.26, 0.02, -0.35], [0.09, -0.02, 0.03], [0.03, 0.05, -0.06], [-0.01, -0.06, 0.11], [-0.04, -0.02, -0.01], [-0.08, -0.08, 0.01], [0.16, -0.39, 0.22], [-0.01, 0.11, -0.03], [-0.07, -0.17, 0.09], [0.03, 0.09, -0.25], [0.04, 0.12, 0.23], [-0.09, -0.15, -0.04], [0.05, -0.01, 0.07], [-0.08, 0.02, 0.09], [-0.03, 0.04, -0.02], [0.01, -0.03, -0.02], [0.00, -0.01, 0.00], [0.01, 0.00, -0.01], [0.01, 0.00, 0.00], [-0.02, -0.02, -0.01], [0.00, -0.02, 0.00], [0.01, -0.01, 0.00], [-0.01, 0.01, 0.00], [0.02, 0.03, 0.03], [0.01, 0.00, -0.01], [0.00, -0.02, 0.00], [0.00, 0.01, 0.00], [-0.01, 0.01, 0.01], [-0.01, -0.05, 0.01], [0.02, -0.04, -0.01], [-0.01, 0.00, -0.01], [-0.01, 0.01, 0.02], [0.02, -0.01, 0.00], [-0.02, 0.00, -0.01], [-0.01, -0.03, -0.01], [0.00, -0.01, -0.01], [0.01, 0.02, 0.03], [0.02, 0.01, -0.02], [0.00, 0.01, -0.02]], "lowdin_spin": [0.033, 0.000, 0.000, 0.000, 0.000, 0.000, 0.000, 0.000, 0.000, 0.000, 0.001, 0.000, 0.001, 0.000, 0.000, 0.000, 0.000, 0.000, 0.000, 0.000, 0.000, 0.000, 0.002, 0.002, 0.000, 0.000, 0.001, 0.001, 0.001, 0.000, 0.000, 0.000, 0.000, 0.000, 0.000, 0.000, 0.000, 0.000, 0.000, 0.000, 0.000, 0.000, 0.000, 0.000, 0.000, 0.000, 0.000, 0.000, 0.000, 0.000, 0.000, 0.000, 0.000, 0.000, 0.001, 0.000, 0.000, 0.002, 0.001, 0.000, 0.000, 0.000, 0.000, 0.001, 0.000, 0.000, 0.000, 0.000, 0.000, 0.000, 0.000, 0.000, 0.000, 0.000, 0.000, 0.000, 0.000, 0.000, 0.000, 0.000, 0.003, 0.003, 0.153, 0.158, 0.006, 0.103, 0.124, 0.022, 0.202, 0.017, 0.128, 0.004, 0.001, 0.000, 0.000, 0.000, 0.001, 0.002, 0.000, 0.000, 0.000, 0.000, 0.000, 0.000, 0.000, 0.000, 0.000, 0.000, 0.007, -0.004, 0.017, -0.004, 0.008, 0.000, 0.000, 0.000, 0.000, 0.000, 0.000, 0.000, 0.000, 0.000, 0.000, 0.000]}



No. 2
{"formula": "C26H21ClO3PSTc", "method": "the ωB97M-V functional and the def2-TZVPD basis", "homo_lumo_gap_ev": [4.51, 6.65], "s_squared": 3.8290, "total_charge": -1, "spin_multiplicity": 4, "symbols": ["Tc", "O", "S", "O", "O", "C", "C", "C", "C", "C", "C", "P", "C", "C", "C", "C", "C", "C", "C", "C", "C", "C", "C", "C", "H", "H", "H", "H", "H", "H", "H", "H", "H", "H", "H", "H", "H", "H", "C", "C", "C", "C", "C", "C", "C", "H", "H", "H", "H", "H", "Cl", "C", "H", "H"], "xyz": [[-0.3543, 0.2622, -0.0426], [-4.2620, 0.5565, -0.2465], [-2.8787, 0.8062, 0.0775], [-2.2565, -0.2492, 0.8842], [-2.0319, 1.0614, -1.1121], [-2.8116, 2.3343, 0.9953], [-3.6994, 3.3240, 0.6421], [-3.6057, 4.5891, 1.2073], [-2.5785, 4.8488, 2.1250], [-1.6829, 3.8696, 2.4741], [-1.7779, 2.5729, 1.9294], [-0.4891, 1.3437, 2.1261], [0.8123, 2.2420, 3.0276], [1.8904, 2.7365, 2.2974], [2.8830, 3.4571, 2.9297], [2.8047, 3.6987, 4.2945], [1.7324, 3.2093, 5.0266], [0.7390, 2.4820, 4.3987], [-1.0851, 0.2066, 3.4194], [-0.2083, -0.7839, 3.8606], [-0.6411, -1.7356, 4.7638], [-1.9505, -1.7086, 5.2249], [-2.8238, -0.7248, 4.7858], [-2.3924, 0.2390, 3.8929], [-4.4583, 3.0837, -0.0900], [-4.2988, 5.3677, 0.9270], [-2.4861, 5.8330, 2.5610], [-0.8863, 4.0867, 3.1724], [1.9303, 2.5294, 1.2375], [3.7162, 3.8393, 2.3579], [3.5762, 4.2689, 4.7905], [1.6669, 3.4071, 6.0873], [-0.1021, 2.1028, 4.9647], [0.7961, -0.8152, 3.4561], [0.0338, -2.5158, 5.0897], [-2.2944, -2.4688, 5.9155], [-3.8498, -0.7161, 5.1290], [-3.0792, 0.9956, 3.5310], [1.3552, 0.7495, -0.6473], [2.6037, 1.2914, -0.8703], [3.7566, 0.7759, -0.2079], [4.9787, 1.3846, -0.3408], [5.1386, 2.5231, -1.1295], [4.0332, 3.0253, -1.8126], [2.7994, 2.4336, -1.7010], [3.6226, -0.0993, 0.4095], [5.8341, 0.9736, 0.1798], [6.1009, 3.0084, -1.2115], [4.1468, 3.9024, -2.4388], [1.9421, 2.8339, -2.2234], [1.5498, -2.3781, 0.8649], [0.0438, -1.8738, 0.0923], [-0.7471, -2.2355, 0.7606], [0.0025, -2.4606, -0.8347]], "atomic_forces_ev_per_a": [[4.99, -0.87, -0.71], [0.42, 0.30, 0.19], [-2.92, 0.44, -0.66], [-0.72, -0.42, 0.22], [-0.19, 0.26, -0.23], [0.87, -0.28, 0.56], [-0.46, 0.32, -0.08], [0.51, -0.20, 0.28], [-0.75, 0.24, -0.44], [0.15, -0.86, 0.00], [-0.67, 0.79, -0.43], [1.15, 0.01, 0.45], [-0.08, 0.13, 0.11], [-0.38, -0.26, -0.08], [0.23, 0.25, 0.20], [-0.02, -0.04, -0.12], [0.04, 0.09, 0.11], [0.01, -0.07, -0.11], [-0.09, 0.03, -0.08], [-0.08, 0.20, -0.22], [-0.04, -0.09, 0.10], [-0.02, -0.08, 0.05], [-0.06, -0.08, 0.16], [0.16, 0.03, -0.15], [-0.08, 0.07, 0.00], [-0.06, 0.04, -0.03], [0.00, 0.10, 0.03], [0.00, 0.04, -0.02], [0.10, 0.00, -0.13], [0.08, -0.02, -0.07], [0.10, 0.05, 0.04], [0.01, -0.01, 0.10], [-0.01, -0.03, 0.06], [0.05, -0.08, 0.02], [0.03, -0.01, 0.01], [-0.01, 0.01, 0.01], [-0.03, 0.00, 0.04], [0.01, -0.04, 0.04], [-2.45, -0.22, 0.68], [-0.01, -0.17, 0.06], [0.05, -0.12, 0.08], [0.01, -0.15, 0.13], [0.31, 0.18, -0.07], [-0.10, 0.10, -0.07], [-0.18, 0.10, -0.12], [0.08, -0.11, 0.10], [0.06, -0.04, 0.07], [0.08, 0.00, -0.03], [-0.02, 0.04, -0.04], [-0.04, 0.07, -0.07], [1.02, -0.28, 0.57], [-0.95, 0.36, -0.49], [0.05, -0.08, -0.17], [-0.11, 0.31, 0.13]], "lowdin_spin": [1.936, 0.005, 0.020, 0.038, 0.067, 0.026, -0.001, 0.024, 0.001, 0.021, 0.027, 0.112, 0.015, 0.003, 0.000, 0.001, 0.001, 0.004, 0.010, 0.007, 0.000, 0.004, 0.001, 0.004, -0.001, 0.002, 0.000, 0.001, 0.000, 0.000, 0.000, 0.000, 0.000, 0.002, 0.000, 0.000, 0.000, 0.000, 0.104, 0.061, 0.098, 0.011, 0.153, 0.009, 0.101, 0.005, -0.004, 0.013, -0.004, 0.005, 0.031, 0.058, 0.006, 0.019]}